No. 1
{"formula": "C28H20Cl4IrN6O6S2", "method": "ωB97M-V with the def2-TZVPD basis set", "elements": ["Ir", "Cl", "Cl", "Cl", "Cl", "S", "S", "O", "O", "O", "O", "O", "O", "N", "N", "N", "N", "N", "N", "C", "C", "C", "C", "C", "C", "C", "C", "C", "C", "C", "C", "C", "C", "C", "C", "C", "C", "C", "C", "C", "C", "C", "C", "C", "C", "C", "C", "H", "H", "H", "H", "H", "H", "H", "H", "H", "H", "H", "H", "H", "H", "H", "H", "H", "H", "H", "H"], "xyz": [[-0.9834, 0.2328, 0.4898], [0.3261, 7.1353, 1.2962], [-4.2216, 4.1628, 1.3112], [-2.7818, 6.9534, 1.5256], [2.0227, 4.5258, 0.8362], [1.6344, -0.4062, -1.7666], [-3.0673, -1.8771, -1.3577], [-4.4515, -2.1952, -1.2072], [0.5410, -0.6231, -2.6645], [0.3029, 2.1336, 0.6834], [-2.6372, -0.9811, -2.3855], [2.7417, -1.3186, -1.7175], [-2.2988, 1.9779, 0.9004], [-2.3008, -0.7334, 2.2106], [0.9756, -0.2813, -0.2893], [-3.8027, -2.4596, 1.6119], [0.0003, -6.9123, -1.1229], [0.7202, -0.4369, 1.8886], [-2.5231, -1.1310, 0.0448], [-0.7311, -5.7439, -1.2582], [4.0995, 2.6677, -2.5071], [1.0574, -0.6564, 3.1625], [-1.8757, 5.5208, 1.2734], [1.6263, -0.5127, 0.9070], [-3.6372, -1.7046, 3.8860], [2.9680, -0.7899, 1.1913], [-2.9338, -1.5027, 1.3086], [1.8495, 3.4832, -2.6572], [-2.1804, -3.3828, -1.4213], [2.2631, 1.2028, -2.0726], [-1.7685, 3.1238, 0.9787], [1.3632, 2.2346, -2.3202], [-0.4395, 5.6068, 1.1626], [-0.3226, 3.2090, 0.8626], [-2.8389, -4.5718, -1.1359], [-2.6797, -0.8004, 3.4810], [-2.5153, 4.3138, 1.1839], [-4.1345, -2.5474, 2.8995], [-2.1151, -5.7478, -1.0668], [3.7418, 5.0666, -3.1774], [-0.8051, -3.3648, -1.6309], [0.3099, 4.4831, 0.9591], [2.3470, -0.9654, 3.5201], [3.6326, 1.4057, -2.1711], [3.2181, 3.7161, -2.7601], [-0.0851, -4.5368, -1.5536], [3.3082, -1.0196, 2.5064], [-0.4894, -7.7848, -1.1892], [0.2971, 2.0490, -2.2637], [4.1533, 5.0167, -4.1887], [2.9533, 5.8197, -3.1730], [2.5973, -1.1584, 4.5557], [0.2636, -0.5709, 3.8972], [0.9379, -6.9194, -1.4775], [4.3378, -1.2430, 2.7585], [-2.1874, -0.1316, 4.1798], [-2.6200, -6.6852, -0.8561], [-3.9558, -1.7690, 4.9153], [3.6911, -0.8395, 0.3923], [4.5436, 5.4021, -2.5152], [1.1550, 4.2951, -2.8482], [-3.9092, -4.5588, -0.9700], [4.3113, 0.5785, -1.9923], [-4.8351, -3.3380, 3.1516], [-0.3185, -2.4334, -1.8983], [5.1685, 2.8406, -2.5849], [0.9866, -4.5226, -1.7309]], "atomic_forces_ev_per_a": [[-0.1415, -0.0887, -0.3605], [-0.0719, 0.0021, -0.0057], [0.0653, 0.0230, 0.0044], [0.0592, -0.0062, -0.0102], [-0.0597, -0.0224, -0.0019], [-0.0710, 0.3689, 0.3482], [-0.0758, 0.3624, -0.0004], [-0.2132, 0.0498, -0.0076], [0.0388, -0.0025, -0.0833], [0.1415, 0.0448, 0.0666], [0.2021, -0.0543, -0.0432], [0.1095, -0.1981, -0.0884], [-0.1431, -0.1498, -0.0333], [-0.0062, 0.2081, 0.3265], [0.0970, -0.5128, 0.4882], [-0.0355, 0.0147, 0.1853], [-0.1363, 0.2571, 0.1316], [-0.0137, -0.0838, 0.3240], [0.0304, -0.4441, 0.5407], [0.1499, -0.1717, -0.0374], [0.0517, 0.0522, 0.0257], [-0.2013, 0.1617, -0.1149], [0.2532, 0.0974, -0.0011], [-0.0913, 0.0090, -0.3782], [-0.1036, -0.0927, -0.0041], [0.0298, 0.0092, -0.1061], [-0.0633, -0.0385, -0.4287], [-0.0963, 0.0834, 0.0344], [0.0787, 0.0178, 0.3127], [0.1105, 0.1014, -0.4012], [-0.0454, 0.1034, 0.0179], [0.1128, -0.1098, 0.0518], [-0.2736, 0.0428, 0.0216], [-0.0026, 0.0421, -0.0314], [-0.0074, -0.0043, 0.0286], [0.2982, 0.1106, -0.1282], [-0.1404, -0.0137, 0.0001], [0.0237, -0.0583, -0.2412], [-0.0871, -0.0759, -0.0051], [0.0205, -0.0451, 0.0369], [-0.0180, 0.0974, -0.1753], [0.1173, -0.0203, 0.0134], [0.1180, -0.0361, 0.0301], [-0.0920, 0.0431, 0.1252], [0.1282, 0.0682, -0.0507], [0.0799, -0.0012, -0.0092], [-0.0040, 0.0170, 0.0668], [-0.0468, -0.0583, -0.0468], [0.0327, -0.0028, -0.0486], [-0.0166, 0.0159, 0.0355], [0.0313, -0.0424, 0.0204], [-0.0019, 0.0389, -0.1039], [0.0393, -0.0365, -0.0923], [0.0629, -0.0041, -0.0927], [-0.0213, -0.0054, -0.0300], [-0.0214, -0.0052, -0.0615], [0.0162, 0.0637, 0.0072], [-0.0010, -0.0336, -0.0248], [-0.0066, -0.0238, 0.0311], [-0.0617, -0.0227, -0.0296], [0.0368, -0.0466, -0.0061], [0.0848, -0.0118, 0.0150], [-0.0686, 0.0961, -0.0613], [0.0168, 0.0463, -0.0242], [-0.0414, -0.1013, 0.0579], [-0.0671, -0.0184, -0.0065], [-0.0887, -0.0054, 0.0279]], "mulliken_charge": [1.643, -0.181, -0.176, -0.171, -0.145, 1.171, 1.287, -0.661, -0.785, -0.268, -0.672, -0.754, -0.919, -0.198, 0.015, -0.438, -0.514, -0.074, -0.449, 1.146, -0.736, -0.141, 0.416, 1.200, -0.822, -1.044, 0.674, -0.892, -0.649, 0.016, 0.196, -0.462, 0.483, -0.317, -0.407, -0.167, 0.133, -0.244, -0.726, -1.583, -0.198, 0.067, -0.938, -0.333, 1.050, -0.861, -0.405, 0.213, 0.516, 0.347, 0.341, 0.403, 0.254, 0.221, 0.428, 0.536, 0.283, 0.390, 0.450, 0.373, 0.337, 0.512, 0.483, 0.419, 0.584, 0.389, 0.353], "homo_energy_ha": [-0.30035, -0.30077], "e_above_lowest_kcal_mol": 0.00, "spin_multiplicity": 6, "lumo_energy_ev": [0.10, -2.52], "charge": 0, "gap_ev": [8.28, 5.67]}

=====

No. 2
{"formula": "C28H20F3N2OS3SbZr", "method": "ωB97M-V with the def2-TZVPD basis set", "elements": ["Sb", "Zr", "S", "S", "S", "F", "F", "F", "O", "N", "N", "C", "C", "C", "C", "C", "C", "C", "C", "C", "C", "C", "C", "C", "C", "C", "C", "C", "C", "C", "C", "C", "C", "C", "C", "C", "C", "C", "C", "H", "H", "H", "H", "H", "H", "H", "H", "H", "H", "H", "H", "H", "H", "H", "H", "H", "H", "H", "H"], "xyz": [[3.3037, -1.7890, 0.2276], [-0.5917, -0.5794, -0.0012], [-1.9843, 2.3665, -0.6971], [-1.3057, -0.9678, 2.2876], [-2.9677, -0.9551, -0.4062], [-2.0114, -2.0215, -3.1611], [7.1544, -0.2202, -4.3709], [0.7746, 3.7329, 1.8029], [-0.7644, 1.3834, -0.5348], [-8.4243, -1.1772, 2.4154], [-6.2742, -1.4373, 5.8811], [-5.7670, -1.3397, 4.8564], [0.0335, -0.9820, -2.7191], [2.5281, 0.1700, 0.7307], [4.5346, -1.1904, -1.3878], [-3.7160, -1.1858, 3.5495], [1.4763, -1.9254, -0.9829], [-2.5313, 2.6594, 0.9702], [-3.0639, -1.0712, 2.3301], [6.5154, -0.0219, -2.1315], [6.3075, -0.5411, -3.3974], [-1.1810, 3.9124, -1.0502], [2.8763, 1.3552, 0.0853], [2.3025, 2.5634, 0.4592], [-5.8418, -1.1496, 2.3983], [4.3706, -1.7166, -2.6688], [1.3642, 2.5712, 1.4749], [-5.1045, -1.2255, 3.5882], [5.2542, -1.3907, -3.6854], [-0.9021, -1.9816, -2.4600], [-3.7978, -1.0013, 1.1463], [0.9896, 1.4284, 2.1475], [-0.7048, -2.9290, -1.4504], [-7.2767, -1.1766, 2.4196], [1.2180, -0.9696, -1.9818], [1.5776, 0.2189, 1.7617], [5.6252, -0.3594, -1.1250], [0.4931, -2.9026, -0.7324], [-5.1847, -1.0434, 1.1787], [0.2843, 1.4786, 2.9661], [-5.7604, -0.9987, 0.2641], [3.6180, 1.3492, -0.7046], [-0.6809, 3.8106, -2.0113], [-0.4846, 4.1655, -0.2534], [0.6498, -3.6491, 0.0387], [5.8019, 0.0324, -0.1286], [5.1493, -1.7917, -4.6841], [7.3662, 0.6200, -1.9486], [1.9523, -0.1988, -2.1863], [-2.9446, 1.7251, 1.3497], [-0.1685, -0.2535, -3.4945], [-1.9696, 4.6621, -1.1328], [3.5614, -2.4031, -2.8933], [-1.4725, -3.6678, -1.2611], [-3.1542, -1.2458, 4.4717], [-3.3218, 3.4100, 0.9150], [1.3868, -0.6640, 2.3691], [2.5821, 3.4933, -0.0195], [-1.6993, 3.0149, 1.5765]], "atomic_forces_ev_per_a": [[-0.0008, 0.0387, 0.0059], [-0.0133, -0.0430, 0.0996], [0.0191, -0.0209, 0.0054], [0.0056, 0.0015, -0.0504], [-0.0210, -0.0135, -0.0151], [-0.0118, 0.0038, -0.0016], [0.0057, 0.0034, 0.0064], [-0.0005, -0.0052, -0.0015], [0.0040, 0.0694, -0.0228], [0.0002, -0.0139, -0.0129], [0.0038, 0.0209, 0.0044], [-0.0075, -0.0370, -0.0074], [-0.0084, 0.0021, 0.0022], [-0.0016, -0.0299, -0.0016], [-0.0011, -0.0108, 0.0078], [0.0008, 0.0022, -0.0055], [-0.0036, -0.0405, -0.0271], [0.0088, 0.0016, -0.0031], [0.0053, 0.0043, 0.0014], [0.0032, 0.0037, -0.0036], [-0.0025, -0.0027, -0.0004], [-0.0032, 0.0050, -0.0044], [-0.0055, 0.0201, 0.0044], [0.0004, -0.0124, 0.0027], [-0.0023, -0.0100, -0.0111], [0.0034, 0.0008, -0.0098], [0.0050, 0.0088, -0.0046], [0.0029, 0.0174, 0.0092], [0.0000, 0.0022, -0.0004], [0.0056, -0.0125, 0.0125], [0.0053, -0.0044, 0.0054], [-0.0006, 0.0105, -0.0063], [-0.0020, 0.0097, -0.0150], [-0.0015, 0.0269, 0.0244], [0.0038, 0.0003, -0.0159], [-0.0152, -0.0150, 0.0094], [-0.0022, 0.0021, 0.0016], [0.0193, 0.0243, 0.0137], [0.0024, -0.0003, 0.0011], [0.0010, 0.0012, 0.0001], [0.0002, 0.0001, -0.0004], [0.0005, -0.0008, -0.0009], [-0.0010, 0.0006, -0.0003], [-0.0003, -0.0025, 0.0040], [-0.0007, -0.0001, -0.0017], [0.0004, -0.0001, -0.0010], [-0.0016, -0.0009, -0.0002], [-0.0003, 0.0004, 0.0000], [0.0024, -0.0025, 0.0002], [-0.0035, 0.0003, -0.0002], [0.0002, 0.0007, 0.0009], [-0.0001, 0.0008, 0.0008], [-0.0011, 0.0010, 0.0032], [0.0015, -0.0021, 0.0029], [0.0006, 0.0011, 0.0003], [-0.0014, -0.0011, 0.0012], [0.0026, -0.0045, -0.0032], [-0.0009, 0.0011, -0.0010], [0.0014, -0.0002, -0.0018]], "mulliken_charge": [0.819, 0.673, 0.554, -0.350, -0.220, -0.321, -0.293, -0.399, -0.272, -0.383, -0.386, -0.378, -0.736, 0.106, -0.027, -0.903, -1.104, -0.512, 1.044, -0.640, 0.303, -0.925, 0.199, -0.585, 0.479, -0.262, -0.161, 0.446, -0.698, 0.077, 0.762, -0.063, -0.535, -0.351, 0.494, -1.751, -0.376, -0.015, -0.957, 0.691, 0.579, 0.494, 0.396, 0.208, 0.589, 0.454, 0.464, 0.462, 0.550, 0.041, 0.572, 0.469, 0.518, 0.447, 0.556, 0.524, 0.881, 0.567, 0.186], "homo_energy_ha": -0.52451, "e_above_lowest_kcal_mol": 0.00, "lumo_energy_ev": -7.93, "charge": 2, "gap_ev": 6.34}